Entry from the OMol25 dataset: the molecule C4H8O3 (ωB97M-V/def2-TZVPD).

XYZ file:
```
15
Properties=species:S:1:pos:R:3:lowdin_charge:R:1
C 0.364 0.900 -1.443 -0.0479
C 0.790 -0.179 -0.461 -0.4012
O 1.723 0.398 0.413 -0.0180
C -0.378 -0.791 0.362 -0.3052
O 0.141 -1.362 1.535 -0.0201
C -1.474 0.187 0.728 -0.1765
O -1.784 0.376 1.883 0.0734
H 1.214 1.176 -2.073 0.0857
H -0.456 0.574 -2.093 0.0871
H 0.055 1.796 -0.894 0.0886
H 1.246 -1.015 -1.018 0.1458
H 1.794 -0.224 1.155 0.0937
H -0.863 -1.566 -0.256 0.1628
H -0.358 -0.949 2.265 0.0978
H -2.012 0.680 -0.102 0.1339
```

Computed properties:
**Highest occupied orbital energy**: -10.26 eV
**Calculated total energy**: -382.91404 a.u.
**Frontier orbital gap**: 10.986 eV
**Structure (SMILES)**: C[C@@H](O)[C@@H](O)C=O
**Energy relative to the best compared isomer or geometry (same formula, charge and spin)**: 1.382 eV